1.
ORCA calculation (ωB97M-V with the def2-TZVPD basis set) on a cluster of 8 separate species, C34H41BrN4O25 in total.

CARTESIAN COORDINATES (ANGSTROEM)
Br: 5.557 2.190 4.520
O: -1.659 -9.098 -4.220
O: -10.546 3.355 -0.636
O: 2.972 -8.145 -4.503
O: -12.061 4.991 -0.430
O: 10.655 2.747 -0.355
O: 3.358 4.126 3.803
O: 11.483 4.105 1.241
O: 5.160 -4.222 -4.079
O: 1.698 4.694 4.975
O: -1.010 -11.019 -3.244
O: -4.387 2.083 2.854
O: 5.526 -2.056 -3.579
O: 9.979 2.536 1.783
O: -2.873 -9.998 -2.549
O: -5.989 1.999 1.296
O: -4.368 0.434 1.319
O: 3.666 -3.095 -2.852
O: 1.511 -9.833 -4.368
O: -8.992 6.744 1.987
O: 1.512 5.394 1.549
O: -8.231 5.730 3.830
O: 2.506 -9.069 -2.501
O: -6.952 5.790 1.981
O: 2.721 3.082 -1.912
O: -12.604 2.883 0.152
N: 1.397 3.723 -0.094
N: 1.974 3.962 4.121
N: 4.467 -0.477 -0.604
N: 0.053 2.397 1.501
C: 2.696 -8.546 -5.849
C: -6.396 2.996 2.242
C: 4.703 2.382 2.813
C: 2.342 -9.024 -3.676
C: 1.412 -9.326 -5.699
C: 5.076 1.590 1.747
C: -10.816 5.627 -0.724
C: 2.557 3.126 -0.724
C: -1.830 -9.956 -3.415
C: -1.412 -11.693 -2.051
C: 10.472 3.063 3.015
C: 3.059 3.460 1.533
C: 3.448 2.677 0.437
C: 4.831 0.947 -0.722
C: -2.857 -11.278 -1.913
C: -1.061 1.404 1.505
C: -7.963 6.062 2.547
C: 1.905 4.356 1.088
C: 10.702 3.096 0.776
C: 11.094 4.371 2.588
C: -9.989 4.499 -1.289
C: 4.229 -5.192 -3.586
C: 0.465 2.572 0.108
C: -9.423 6.419 4.219
C: 4.455 1.744 0.504
C: 3.704 3.334 2.734
C: 4.852 -3.031 -3.512
C: 3.050 -4.342 -3.185
C: -5.112 3.314 2.960
C: -4.868 1.410 1.777
C: 6.153 0.553 1.836
C: -11.816 3.664 -0.265
C: -10.101 6.669 2.894
C: 7.501 0.856 1.800
H: 8.019 1.290 2.656
H: 5.823 -0.489 1.894
H: -10.749 5.844 2.592
H: 11.203 2.366 3.430
H: 11.955 4.646 3.193
H: 0.808 1.887 1.949
H: 4.346 1.395 -1.598
H: -10.022 5.809 4.890
H: 0.944 1.637 -0.247
H: -3.538 -11.945 -2.445
H: 2.349 -4.180 -4.007
H: -7.152 2.564 2.904
H: 5.911 1.046 -0.902
H: 2.508 -4.747 -2.334
H: 4.253 -0.853 -1.521
H: -9.147 7.342 4.730
H: 0.524 -8.695 -5.769
H: -1.289 -12.768 -2.152
H: 3.981 -5.918 -4.353
H: 4.678 -5.712 -2.737
H: 9.663 3.196 3.731
H: -0.793 -11.341 -1.223
H: 10.379 5.196 2.593
H: -8.930 4.598 -1.064
H: 8.056 0.680 0.872
H: -10.113 4.386 -2.368
H: -1.986 1.818 1.911
H: -3.178 -11.200 -0.877
H: 3.523 -9.160 -6.211
H: 1.326 -10.138 -6.418
H: -4.543 4.105 2.469
H: -0.399 2.738 -0.541
H: -10.398 6.028 0.200
H: -10.954 6.441 -1.433
H: -6.817 3.859 1.740
H: -10.675 7.592 2.881
H: -1.289 1.026 0.500
H: -5.267 3.586 4.001
H: 2.590 -7.679 -6.498
H: 3.622 -0.529 -0.044
H: -0.806 0.523 2.106

Cartesian forces, eV/Å:
-0.1440 -0.0917 -0.5471
0.0120 0.0432 -0.0613
-0.1782 0.2156 0.0538
-0.1616 -0.1370 -0.0284
0.1673 -0.2045 -0.0307
-0.0172 -0.0260 -0.0512
0.7908 -0.2827 -0.2429
-0.1516 -0.1741 0.0859
-0.2163 0.1855 0.1476
-0.2114 -0.2932 -0.2414
-0.2823 0.0584 0.0432
-0.1629 -0.0505 -0.1527
-0.0224 0.0966 0.0220
0.3410 0.2998 -0.0658
0.1967 -0.0783 -0.0802
0.2559 -0.0594 0.2387
0.0743 -0.0455 -0.0168
0.1193 -0.1245 -0.1169
0.3288 0.1980 -0.0179
0.0654 -0.1485 0.3142
0.3463 -1.0179 -0.2306
-0.0426 0.0668 -0.2408
0.0400 0.0649 0.0714
-0.0851 0.4235 0.0128
-0.0503 -0.3199 0.8386
-0.0405 -0.0230 0.0548
0.1732 -0.0024 -0.7362
-0.4083 0.4083 0.5861
-0.0860 0.3055 0.3922
-0.2373 -0.8378 -0.5988
0.1255 0.0481 -0.3266
-0.4365 -0.0091 -0.0792
0.3107 0.2551 1.2469
-0.1099 -0.1186 0.1581
-0.3006 0.0014 -0.3220
0.7254 -0.6155 1.7939
0.0809 0.3928 -0.0582
0.4521 0.0780 0.0054
0.0895 0.0848 -0.0785
0.1510 -0.2513 0.2225
-0.0843 -0.0959 0.3420
-0.3173 0.3634 -0.9148
-0.6689 0.8149 -0.2084
0.1693 -0.0199 -0.5928
-0.2136 -0.1760 0.2146
-0.3172 -0.0699 0.1474
0.1345 0.1615 -0.0376
-0.0885 -0.1579 0.8449
0.0032 -0.0549 -0.1586
0.0700 0.2592 0.2094
0.2957 0.0223 -0.1668
0.0089 -0.3549 -0.0274
-0.4488 0.1068 0.0430
-0.2106 0.0684 0.3318
0.0633 -0.2547 -0.6472
-0.3467 0.5996 0.0375
0.1610 0.0781 -0.0300
-0.3268 -0.1374 0.0773
0.0595 0.3314 0.1486
-0.0338 -0.0632 -0.0539
0.2095 -0.1398 0.2637
-0.0550 -0.1221 0.0014
-0.3802 0.1007 -0.0305
-0.5744 -0.0471 0.1434
-0.4584 1.8705 -0.9099
-0.0824 0.1137 -2.2416
0.0458 -0.0217 0.0189
0.0256 0.0238 -0.0445
0.1010 -0.0143 -0.1775
0.1491 0.4729 0.1577
0.0696 0.1073 0.2949
0.1653 -0.1446 -0.0233
0.0432 0.3372 -0.1492
0.0351 0.0210 -0.0373
0.0513 0.0243 -0.0190
0.0835 -0.0745 0.0220
-0.1406 -0.1337 0.1951
0.0613 0.1702 0.0917
0.0974 -0.0601 0.0344
0.0398 -0.0024 -0.0571
0.0041 -0.0202 0.0780
0.0816 0.0508 -0.1891
0.1555 0.0710 -0.0790
-0.0153 0.0293 0.0024
-0.1218 -0.0874 -0.1516
-0.0167 0.0494 -0.0297
-0.0273 -0.0430 -0.0188
-0.0298 -0.1767 0.1095
0.6460 -1.8494 0.9751
-0.0546 -0.0088 0.0239
0.2036 0.0762 -0.0387
-0.0325 0.2075 -0.0504
-0.0091 -0.0137 0.0545
0.0016 -0.1276 0.1783
-0.0276 -0.0294 -0.0391
-0.0019 0.0348 0.3412
0.0476 -0.0400 -0.0667
-0.2001 -0.0411 0.0253
0.1735 -0.4037 -0.1867
0.1380 0.0556 -0.1596
0.0696 0.0962 0.1314
0.1205 -0.1702 0.0375
0.0460 0.1056 0.1700
-0.0349 -0.2137 -0.1555
-0.0129 0.2317 -0.0185

Output
- DFT total energy (hartree) = -5994.043217
- charge = 0
- LUMO level (eV) = -0.15
- structure (SMILES) = C=Cc1c(Br)c(ON=O)c2c(c1CN)C(=O)N(CNC)C2=O.O=C1OCCO1.O=C1OCCO1.O=C1OCCO1.O=C1OCCO1.O=C1OCCO1.O=C1OCCO1.O=C1OCCO1

Mulliken atomic charge list, values in e, 4 entries: -0.17, -0.51, -0.33, -0.27

=====

2.
ORCA calculation (ωB97M-V with the def2-TZVPD basis set) on a cluster of 2 separate species, C34H41N4 in total.

CARTESIAN COORDINATES (ANGSTROEM)
N: -0.824 -2.741 -5.213
N: 0.431 -1.777 2.254
N: -1.623 -2.517 5.893
N: 1.772 5.526 -0.059
C: -3.046 -2.163 6.119
C: 2.030 1.888 0.581
C: 0.020 -2.795 -2.909
C: 2.299 6.108 1.188
C: 0.739 2.265 -1.406
C: -1.554 -0.560 -6.164
C: 0.202 -1.486 4.613
C: 0.523 -2.121 -1.820
C: 0.955 3.615 -1.319
C: 3.362 5.212 1.829
C: -1.150 -4.821 -3.886
C: -3.481 -2.848 7.426
C: 1.655 4.142 -0.213
C: -0.463 0.126 -5.328
C: -0.043 -0.700 -4.147
C: -2.371 -3.872 7.773
C: -1.304 -3.741 6.673
C: 1.171 5.855 -2.454
C: -0.181 -4.278 -2.822
C: 0.793 -0.737 -1.856
C: 2.883 3.757 1.972
C: 2.177 3.245 0.752
C: -1.403 -2.755 3.435
C: -0.890 -4.213 -5.266
C: -0.302 -2.087 -4.093
C: 1.328 1.344 -0.516
C: -1.172 -2.011 -6.453
C: 0.575 -0.084 -3.089
C: 1.222 6.473 -1.057
C: 1.230 -0.059 -0.693
C: -0.682 -2.496 2.296
C: -0.959 -2.247 4.652
C: 0.838 -1.281 3.414
C: 0.445 4.503 -2.415
H: 1.820 7.392 -1.050
H: -0.816 1.102 -4.966
H: 1.453 6.257 1.868
H: 0.059 -4.572 -5.679
H: -2.763 -4.895 7.829
H: -4.461 -3.328 7.320
H: -2.297 -3.353 3.398
H: 2.703 7.102 0.969
H: -1.023 -2.890 1.349
H: 0.032 1.922 -2.135
H: 0.949 0.909 -3.241
H: 0.554 3.980 -3.375
H: -1.937 -3.659 8.758
H: -0.287 -3.664 7.075
H: -2.504 -0.540 -5.614
H: -0.542 -4.524 -1.814
H: 2.195 5.711 -2.822
H: -1.740 -0.006 -7.095
H: 4.265 5.231 1.205
H: -3.628 -2.508 5.260
H: 0.575 -1.055 5.526
H: 1.731 -0.673 3.388
H: 3.668 5.613 2.806
H: -0.632 4.650 -2.276
H: -0.304 -2.050 -7.118
H: 0.798 -4.767 -2.908
H: 0.691 6.536 -3.172
H: 0.727 -2.658 -0.912
H: -1.981 -2.540 -6.969
H: 0.417 0.337 -5.944
H: 1.462 -0.670 0.161
H: -1.093 -5.918 -3.930
H: -3.591 -2.110 8.229
H: -2.178 -4.589 -3.582
H: 2.453 1.216 1.305
H: 3.732 3.095 2.191
H: 2.207 3.659 2.831
H: 0.217 6.756 -0.729
H: -1.318 -4.592 5.984
H: -3.143 -1.073 6.163
H: -1.671 -4.505 -5.977

Cartesian forces, eV/Å:
-0.0991 0.6402 1.2162
0.0705 0.1218 -0.2227
-0.1284 0.3838 1.1815
0.4511 -1.1871 -0.4016
0.5386 -0.0399 -0.8240
-0.2285 0.5262 -0.2366
0.0982 -0.0512 0.4429
-0.2391 -0.4077 -0.0665
0.0977 0.6442 0.3490
-0.0512 0.0336 0.2331
-0.3631 -0.1214 0.6154
-0.1868 0.0138 -0.5865
0.0117 -0.3461 -0.3604
0.1844 -0.1490 -0.1256
-0.1557 0.0916 0.1989
0.0894 0.0858 0.0077
0.1473 1.8883 0.2035
0.0639 0.1708 -0.5222
-0.0616 0.4883 0.3091
0.1094 0.1001 0.0042
0.3329 0.2792 -0.8275
0.1395 -0.1794 -0.0212
-0.0672 -0.5004 -0.0739
0.3903 0.4171 0.3821
0.1942 0.2609 0.3951
0.1459 -0.3720 0.1519
-0.2885 -0.0117 0.5686
0.3107 0.2590 0.2350
-0.7329 -0.9209 -1.5506
-0.2554 -0.5511 -0.1019
0.4148 0.0545 0.3683
-0.1458 -0.5666 -0.5202
-0.1657 -0.4940 0.2145
-0.3146 0.4156 -0.5915
-0.1294 -0.1299 -0.6031
-0.5070 -0.5258 0.6867
0.4716 0.2632 -0.1011
-0.3305 0.3925 -0.2108
0.0644 -0.2860 0.0495
0.0226 -0.2408 -0.1317
0.0517 0.0094 0.1559
0.0261 -0.1582 0.0408
0.1198 0.2601 -0.1300
0.2617 0.0994 -0.0837
-0.1715 -0.1388 -0.0891
-0.0102 -0.2440 -0.0742
-0.0643 -0.0959 -0.1489
-0.0762 0.0913 -0.1058
-0.0253 0.0844 -0.1269
0.0124 0.1858 0.1973
-0.0924 0.0282 -0.2643
-0.1646 -0.0651 -0.0067
0.1766 -0.0806 0.0002
0.0105 -0.0303 -0.2655
-0.1133 -0.0337 0.1479
0.1968 -0.2713 0.1963
-0.1820 0.0049 -0.0104
-0.3866 -0.0400 0.0398
0.1210 0.0793 0.1399
0.1822 0.0613 -0.0080
-0.2318 -0.0593 -0.2657
0.0158 0.1696 -0.0254
0.0288 0.0893 -0.1137
-0.1120 -0.0070 -0.1235
0.0297 -0.1386 0.3592
-0.0032 -0.2064 0.3291
0.0714 0.0294 0.2911
-0.0835 -0.0464 -0.1428
0.1778 -0.2827 0.3216
0.0871 0.3282 -0.1046
0.1070 -0.1360 -0.2013
0.1334 0.0710 -0.0945
0.2082 -0.1926 0.2433
-0.1199 0.2357 -0.0248
0.0300 0.1506 -0.0604
-0.1035 0.0569 -0.0861
-0.0210 -0.2800 0.1470
-0.0446 -0.1359 0.0199
0.0594 0.1585 0.1939

Output
- energy above the lowest of the compared OMol25 structures with the same formula, charge and spin (kJ/mol) = 0.0
- DFT total energy (hartree) = -1539.012075
- charge = +1
- LUMO level (eV) = -3.93

Mulliken atomic charge list, values in e, 4 entries: 0.05, -0.31, 0.09, 0.03